No. 1
C9H19N3O | ωB97M-V/def2-TZVPD

Element x y z (Å)
C  -1.39  0.63  0.73
C  1.64  -1.56  0.02
C  0.65  1.57  0.91
C  2.01  0.97  0.29
C  -1.70  -1.29  -0.66
C  -0.74  -1.91  0.28
C  -0.53  1.83  -1.22
C  -3.61  -0.36  0.80
C  3.78  -0.56  -0.43
N  -0.53  1.38  0.14
N  -2.42  -0.06  -0.10
N  2.57  -0.42  0.32
O  0.47  -1.23  0.44
H  0.57  1.07  1.84
H  0.83  2.57  1.13
H  2.00  1.33  -0.70
H  2.77  1.67  0.87
H  -1.12  -1.08  -1.49
H  -2.44  -2.03  -0.72
H  -1.28  -2.02  1.24
H  -0.52  -2.92  -0.22
H  -1.31  2.49  -1.42
H  0.29  2.32  -1.52
H  -0.72  0.92  -1.96
H  -3.27  -0.06  1.77
H  -4.43  0.18  0.38
H  -4.00  -1.39  0.76
H  4.82  -0.62  0.08
H  3.77  -1.53  -0.89
H  3.93  0.31  -1.13
H  -2.84  0.54  -0.87
H  2.75  -0.75  1.36

Results
ΔE to the lowest compared entry with this formula, charge and spin: 5.216 eV
Net charge: +2

Löwdin atomic charge list, values in e, 4 entries: 0.038, 0.133, -0.094, -0.051


No. 2
C2H7N3O | ωB97M-V/def2-TZVPD

Element x y z (Å)
C  -3.47  -0.22  0.47
C  1.70  0.89  -0.14
H  -0.98  0.41  -0.94
H  -3.11  -0.03  1.47
H  -4.49  -0.50  0.26
H  2.30  -1.40  -0.50
H  3.53  -1.37  0.65
H  1.35  1.86  0.22
H  1.16  0.41  -0.98
N  -2.66  -0.18  -0.50
N  3.08  -0.85  -0.11
N  2.69  0.34  0.41
O  -1.37  0.17  -0.09

Results
ΔE to the lowest compared entry with this formula, charge and spin: 4.520 eV
Net charge: 0
SMILES: C=NN.C=NO

Löwdin atomic charge list, values in e, 4 entries: -0.042, -0.100, 0.058, 0.077


No. 3
CH6N4O | ωB97M-V/def2-TZVPD

Element x y z (Å)
C  0.35  0.88  0.73
N  0.71  -0.31  0.39
N  -3.28  -0.56  -0.51
N  1.35  -0.68  -0.81
N  -2.87  -0.91  -1.44
O  -0.39  1.10  1.74
H  0.83  1.70  0.33
H  0.40  -1.19  1.05
H  -3.44  -0.20  0.47
H  1.74  -1.58  -0.79
H  1.77  0.04  -1.38
H  -0.27  1.89  2.18

Results
ΔE to the lowest compared entry with this formula, charge and spin: 0.000 eV
Net charge: +2
⟨S²⟩: 2.01
Multiplicity: 3

Löwdin atomic charge list, values in e, 4 entries: -0.331, 0.040, 0.344, 0.306


No. 4
C9H9Cl2NSi | ωB97M-V/def2-TZVPD

Element x y z (Å)
C  1.21  1.44  -0.97
C  -3.30  -0.51  -0.59
C  -2.45  -0.83  -1.60
C  -2.77  -0.50  0.79
C  -1.06  -1.02  -1.41
C  -1.39  -0.80  0.94
C  -0.57  -0.90  -0.12
C  3.51  1.09  -0.07
C  1.96  0.93  0.13
N  0.54  1.78  -1.84
Si  1.27  -1.01  0.13
Cl  2.25  -2.02  -1.34
Cl  1.70  -1.70  1.96
H  -4.35  -0.45  -0.66
H  -2.84  -0.71  -2.58
H  -3.45  -0.16  1.61
H  -0.51  -1.46  -2.16
H  -1.08  -0.49  2.01
H  4.04  0.36  -0.82
H  3.71  2.15  -0.62
H  4.04  0.88  0.87
H  1.83  1.43  1.01

Results
ΔE to the lowest compared entry with this formula, charge and spin: 0.620 eV
Net charge: 0
SMILES: C[C@@H](C#N)[Si](Cl)(Cl)c1ccccc1

Löwdin atomic charge list, values in e, 4 entries: -0.323, -0.068, -0.081, -0.034


No. 5
CH6O2 | ωB97M-V/def2-TZVPD

Element x y z (Å)
O  -0.71  0.43  -1.16
C  0.00  0.00  0.00
H  -1.05  -0.41  -1.55
H  0.89  0.63  0.12
H  0.30  -1.06  0.12
H  -0.72  0.25  0.79
O  -1.26  -0.64  -3.45
H  -1.48  -0.70  -2.49
H  -1.48  -1.52  -3.81

Results
ΔE to the lowest compared entry with this formula, charge and spin: 1.413 eV
Net charge: 0
SMILES: CO.O

Löwdin atomic charge list, values in e, 4 entries: -0.126, -0.144, 0.016, 0.082


No. 6
C3H4O3 | ωB97M-V/def2-TZVPD

Element x y z (Å)
O  -0.04  -1.13  -0.75
C  0.16  0.29  -0.72
C  0.83  -0.63  0.21
O  0.40  -0.69  1.52
C  -1.02  1.08  -0.25
O  -1.27  2.18  -0.69
H  -0.04  -1.54  1.63
H  0.70  0.71  -1.57
H  1.89  -0.87  0.07
H  -1.63  0.60  0.53

Results
ΔE to the lowest compared entry with this formula, charge and spin: 2.257 eV
Net charge: 0
SMILES: O=C[C@@H]1O[C@@H]1O

Löwdin atomic charge list, values in e, 4 entries: 0.037, -0.163, -0.362, 0.036


No. 7
C7H8O | ωB97M-V/def2-TZVPD

Element x y z (Å)
C  1.63  -0.30  0.38
C  0.39  0.86  0.65
C  0.13  0.81  -0.94
C  -1.68  0.10  -0.26
C  -0.83  0.14  0.97
C  -0.62  -1.04  0.11
C  0.53  -0.57  -0.75
H  1.47  -1.21  1.13
H  2.61  0.07  0.21
H  0.45  1.67  1.44
H  0.55  1.67  -1.67
H  -2.68  -0.15  -0.12
H  -1.02  0.20  1.98
H  -0.50  -2.21  0.07
H  0.78  -1.10  -1.84
O  -1.21  1.05  -1.34

Results
ΔE to the lowest compared entry with this formula, charge and spin: 5.858 eV
Net charge: 0

Löwdin atomic charge list, values in e, 4 entries: 0.029, -0.136, -0.312, -0.085


No. 8
C29H20F9O5PPd | ωB97M-V/def2-TZVPD

Element x y z (Å)
Pd  -0.16  -0.09  0.27
O  0.37  -3.83  -1.00
C  0.28  -2.62  -1.02
O  -0.64  -1.96  -0.33
C  1.17  -1.77  -1.93
C  0.36  -0.69  -2.65
C  1.09  -0.18  -3.89
C  2.24  0.65  -3.26
C  1.96  0.50  -1.77
O  0.49  0.47  -1.75
C  2.32  -0.91  -1.28
C  2.54  -0.94  0.25
O  3.48  -1.55  0.72
O  1.74  -0.18  0.98
H  1.61  -2.46  -2.64
H  -0.70  -0.91  -2.77
H  0.44  0.44  -4.49
H  1.44  -1.01  -4.50
H  2.18  1.69  -3.57
H  3.23  0.27  -3.52
H  2.30  1.31  -1.14
H  3.27  -1.23  -1.70
F  -0.90  7.38  4.81
C  -0.72  7.38  3.48
F  0.50  7.89  3.23
F  -1.62  8.23  2.96
C  -0.88  5.99  2.91
C  0.15  5.38  2.22
C  -0.04  4.10  1.71
C  -1.25  3.45  1.89
C  -2.29  4.08  2.59
C  -2.10  5.35  3.10
P  -1.46  1.81  1.17
C  -2.83  1.94  -0.02
C  -2.49  2.23  -1.34
C  -3.48  2.42  -2.30
C  -4.81  2.29  -1.94
C  -5.16  2.00  -0.63
C  -4.18  1.83  0.33
C  -5.90  2.48  -2.96
F  -6.73  3.48  -2.61
F  -5.42  2.75  -4.18
F  -6.66  1.37  -3.06
C  -2.13  0.75  2.49
C  -1.73  0.94  3.82
C  -2.09  0.05  4.80
C  -2.86  -1.07  4.47
C  -3.25  -1.29  3.16
C  -2.88  -0.38  2.18
C  -3.24  -2.02  5.57
F  -3.97  -3.05  5.12
F  -2.16  -2.52  6.19
F  -3.97  -1.39  6.52
H  1.09  5.89  2.08
H  0.76  3.60  1.18
H  -3.23  3.57  2.74
H  -2.90  5.84  3.64
H  -1.45  2.30  -1.62
H  -3.21  2.65  -3.32
H  -6.21  1.90  -0.36
H  -4.47  1.60  1.35
H  -1.12  1.80  4.08
H  -1.78  0.20  5.82
H  -3.82  -2.17  2.90
H  -3.17  -0.59  1.15

Results
ΔE to the lowest compared entry with this formula, charge and spin: 0.658 eV
Net charge: 0
⟨S²⟩: 2.01
Multiplicity: 3

Löwdin atomic charge list, values in e, 4 entries: 1.004, 0.100, -0.586, -0.167


Question: Number 6 is which compound?
Answer: C3H4O3


Question: Among the records above, which one has the highest ΔE to the lowest compared entry with this formula, charge and spin?
Answer: C7H8O